A structure of composition C26H45MnN5OS2Si4Te, computed with ωB97M-V with the def2-TZVPD basis set.

Values from the calculation:
⟨S²⟩: 3.90
LUMO level (alpha / beta): -5.9601 / -7.1967 eV
total charge: +2
gap between HOMO and LUMO (alpha / beta): 6.7 / 5.5 eV
2S+1: 4
highest occupied orbital energy (alpha / beta): -12.6568 / -12.6551 eV
largest force on an atom: 0.915 eV/A

Last column: Löwdin spin population.
Positions of all 85 atoms, in Å:
Mn1 -0.3256 -0.1655 0.2491  2.28
N1 3.4534 1.4329 -0.3748  0.01
C1 4.4877 0.4499 -0.3324  0.00
C2 5.7859 0.8431 -0.0738  0.00
C3 6.7898 -0.1131 0.0050  0.00
C4 6.4805 -1.4535 -0.1533  0.00
C5 5.1678 -1.8404 -0.3988  0.00
C6 4.1707 -0.8846 -0.5046  0.00
S1 2.5307 -1.4099 -0.9209  0.00
N2 1.6024 -0.0168 -0.4937  0.00
C7 2.1498 1.1400 -0.3062  0.01
C8 1.2102 2.2531 0.0458  0.01
C9 1.5235 3.5879 -0.0868  0.00
C10 0.5805 4.5383 0.2911  0.01
C11 -0.6291 4.1154 0.8048  0.00
C12 -0.8794 2.7548 0.8752  0.02
N3 0.0066 1.8393 0.4820  0.00
H1 3.7343 2.3633 -0.1147  0.00
H2 6.0194 1.8935 0.0614  0.00
H3 7.8086 0.1958 0.1951  0.00
H4 7.2570 -2.2033 -0.0888  0.00
H5 4.9225 -2.8890 -0.5203  0.00
H6 2.4698 3.8997 -0.5069  0.00
H7 0.7975 5.5929 0.1829  0.00
H8 -1.3838 4.8177 1.1300  0.00
H9 -1.8217 2.3749 1.2469  0.01
C13 -4.8787 3.4241 0.6251  0.00
Si1 -5.6515 1.8382 1.2407  0.03
C14 -7.4948 1.8981 1.0267  0.01
C15 -5.1696 1.5804 3.0170  0.00
Si2 -4.9627 0.0847 -0.1886  0.07
Te1 -2.5346 0.1929 -0.8582  0.59
Si3 -5.8731 0.2801 -2.3750  -0.01
C16 -5.0694 -0.9429 -3.5243  0.00
C17 -7.7091 -0.0036 -2.2709  0.00
C18 -5.4800 2.0228 -2.9215  0.00
Si4 -5.5463 -2.0452 0.6586  0.03
C19 -7.3636 -1.9696 1.0150  0.01
C20 -5.0916 -3.2553 -0.6866  0.00
C21 -4.5652 -2.4253 2.1931  0.00
H10 -5.2836 4.2895 1.1584  0.00
H11 -5.0659 3.5700 -0.4411  0.00
H12 -3.7947 3.4200 0.7735  0.00
H13 -7.9275 2.6189 1.7268  0.00
H14 -7.9729 0.9336 1.2046  0.00
H15 -7.7528 2.2233 0.0162  0.00
H16 -5.5456 2.4174 3.6128  0.00
H17 -4.0860 1.5590 3.1452  0.00
H18 -5.5846 0.6631 3.4414  0.00
H19 -5.4819 -1.9455 -3.4103  0.00
H20 -3.9883 -1.0036 -3.3750  0.00
H21 -5.2379 -0.6269 -4.5575  0.00
H22 -7.9406 -1.0692 -2.1974  0.00
H23 -8.1905 0.3700 -3.1800  0.00
H24 -8.1692 0.5066 -1.4234  0.00
H25 -4.4201 2.2492 -2.7722  0.00
H26 -6.0668 2.7578 -2.3639  0.00
H27 -5.6980 2.1630 -3.9842  0.00
H28 -7.9308 -1.5288 0.1952  0.00
H29 -7.5641 -1.3947 1.9219  0.00
H30 -7.7468 -2.9816 1.1776  0.00
H31 -5.8456 -3.2763 -1.4760  0.00
H32 -5.0078 -4.2716 -0.2888  0.00
H33 -4.1336 -2.9873 -1.1401  0.00
H34 -4.6137 -1.6177 2.9263  0.00
H35 -3.5193 -2.6001 1.9258  0.00
H36 -4.9402 -3.3335 2.6756  0.00
C22 -1.8825 -0.4876 3.1056  -0.03
C23 -0.9096 -0.5809 2.0043  -0.13
O1 0.2151 -1.0474 2.0688  0.01
H37 -1.3905 -0.0188 3.9620  0.00
H38 -2.1774 -1.4956 3.4061  0.00
H39 -2.7639 0.0686 2.8099  0.00
S2 -0.6285 -2.3102 -0.9384  0.03
C24 -0.0196 -3.6798 -0.1035  0.01
N4 0.4511 -3.7507 1.1381  0.00
C25 0.8902 -5.1078 1.4933  0.00
C26 0.5073 -5.9231 0.2391  0.00
N5 -0.0093 -4.8836 -0.6590  0.00
H40 0.6934 -2.9279 1.6621  0.00
H41 0.3715 -5.4533 2.3839  0.00
H42 1.9612 -5.1298 1.6833  0.00
H43 -0.2579 -6.6677 0.4453  0.00
H44 1.3652 -6.4198 -0.2070  0.00
H45 -0.3447 -5.0511 -1.5926  0.00



A structure of composition C26H46As2CaN2O3SSi2, computed with ωB97M-V with the def2-TZVPD basis set.

Values from the calculation:
LUMO level (alpha / beta): 4.3987 / 4.4044 eV
total charge: -2
gap between HOMO and LUMO (alpha / beta): 3.4 / 3.4 eV
highest occupied orbital energy (alpha / beta): 0.9593 / 1.0205 eV
largest force on an atom: 16.116 eV/A

Last column: Löwdin charge in e.
Positions of all 83 atoms, in Å:
Ca1 -0.1038 -0.1114 0.6832  0.84
C1 -2.8081 -0.4559 1.4852  -0.32
C2 -2.0093 -1.3015 2.5396  -0.25
N1 -0.6470 -1.6322 2.1052  -0.27
C3 0.4177 -1.5001 3.0916  -0.37
C4 0.6374 -0.0946 3.7097  -0.36
S1 0.6179 1.3265 2.5385  0.89
C5 -1.0916 1.9355 2.8446  -0.42
C6 -2.0219 1.9365 1.5830  -0.50
N2 -2.0994 0.6724 0.8470  -0.28
H1 -3.7587 -0.1154 1.9226  0.12
H2 -3.0892 -1.1491 0.6669  -0.12
H3 -2.5738 -2.2591 2.7389  0.11
H4 -2.0080 -0.7591 3.4910  0.12
H5 -0.5646 -2.6433 1.5353  0.08
H6 1.3653 -1.7978 2.5888  -0.03
H7 0.2710 -2.2344 3.9028  0.08
H8 1.6236 -0.0879 4.1826  0.07
H9 -0.0816 0.0805 4.5157  0.05
H10 -0.9977 2.9510 3.1948  0.05
H11 -1.5673 1.3819 3.6652  0.09
H12 -1.6308 2.7294 0.8592  -0.11
H13 -3.0403 2.2716 1.8692  0.18
H14 -2.5295 0.8424 -0.2570  0.15
C7 1.5937 -4.3121 -1.2670  -0.34
As1 0.9515 -2.5950 -0.5244  1.29
C8 2.7970 -1.9394 -0.2480  -0.36
C9 -0.0696 -2.1694 -2.1531  -0.42
C10 0.5721 -2.2235 -3.3910  -0.15
C11 -0.1160 -1.9167 -4.5597  -0.13
C12 -1.4491 -1.5246 -4.4994  -0.13
C13 -2.0986 -1.4453 -3.2714  -0.14
C14 -1.4232 -1.7921 -2.0955  -0.43
As2 -2.3039 -1.7332 -0.3801  1.20
C15 -3.9600 -2.6136 -1.0410  -0.27
C16 -2.1854 -3.0985 1.0140  -0.28
H15 2.2943 -4.1261 -2.0971  0.01
H16 0.7384 -4.8977 -1.6442  0.01
H17 2.1221 -4.8821 -0.4902  0.01
H18 3.5365 -2.6625 -0.6369  0.07
H19 2.9730 -1.7900 0.8203  0.01
H20 2.9135 -0.9323 -0.8022  -0.20
H21 1.6130 -2.5064 -3.4573  0.08
H22 0.3902 -1.9705 -5.5142  0.07
H23 -1.9812 -1.2764 -5.4084  0.08
H24 -3.1281 -1.1227 -3.2559  0.08
H25 -4.4963 -2.0395 -1.8149  0.01
H26 -4.6504 -2.8511 -0.2269  0.01
H27 -3.6130 -3.5645 -1.4931  0.03
H28 -2.9454 -3.8756 0.8758  0.04
H29 -2.2988 -2.6029 1.9917  -0.08
H30 -1.2004 -3.5543 0.9206  0.00
C17 2.8379 -0.1669 -1.7324  -0.23
Si1 2.4049 0.9247 -0.2578  0.72
C18 3.5724 0.7146 1.1713  -0.23
C19 2.2633 2.7443 -0.7673  -0.27
C20 3.4013 3.4097 -1.2530  -0.11
C21 3.3420 4.7459 -1.6404  -0.13
C22 2.1442 5.4423 -1.5510  -0.13
C23 1.0029 4.8039 -1.0740  -0.12
C24 1.0395 3.4565 -0.6762  -0.26
Si2 -0.5355 2.6307 -0.0399  0.61
C25 -1.1299 3.4712 1.5587  -0.33
C26 -1.8507 2.5545 -1.3624  -0.19
H31 3.8305 0.0795 -2.1326  0.06
H32 2.1095 -0.0415 -2.5422  0.06
H33 2.8381 -1.2776 -1.4454  -0.05
H34 4.5944 1.0069 0.8951  0.02
H35 3.6073 -0.3136 1.5083  -0.02
H36 3.2678 1.3301 2.0212  0.02
H37 4.3550 2.8929 -1.3364  0.09
H38 4.2329 5.2427 -2.0130  0.08
H39 2.0970 6.4843 -1.8536  0.08
H40 0.0796 5.3765 -1.0173  0.09
H41 -1.4219 4.5330 1.3911  0.09
H42 -0.3544 3.4694 2.3136  0.04
H43 -2.0425 2.9434 1.9919  -0.01
H44 -2.1712 3.5605 -1.6666  0.02
H45 -2.7360 2.0217 -1.0157  0.01
H46 -1.4803 2.0382 -2.2494  0.04
O1 1.6715 -0.9198 1.8533  -0.74
O2 2.7752 -1.3683 2.5236  -0.35
O3 -0.6309 0.2424 -1.2552  -0.75



A structure of composition C26H46AuO2P2, computed with ωB97M-V with the def2-TZVPD basis set.

Values from the calculation:
⟨S²⟩: 2.03
LUMO level (alpha / beta): -4.5822 / -6.3024 eV
total charge: +1
gap between HOMO and LUMO (alpha / beta): 4.4 / 2.6 eV
2S+1: 3
highest occupied orbital energy (alpha / beta): -8.9543 / -8.8916 eV
largest force on an atom: 3.491 eV/A

Last column: Löwdin spin population.
Positions of all 77 atoms, in Å:
Au1 0.2248 -0.8102 -4.0913  0.08
C1 -0.5737 -2.2965 0.7207  0.29
C2 0.7791 -2.5047 0.3293  0.01
C3 0.7425 -0.9775 2.0707  0.14
C4 -0.6031 -1.3279 1.7694  0.08
C5 1.5970 -1.7082 1.1873  0.29
C6 -1.7648 -2.7964 -0.0077  0.05
H1 -1.4327 -3.3223 -0.9109  0.00
H2 -2.4440 -1.9820 -0.3038  0.01
H3 -2.3515 -3.5126 0.5849  0.02
C7 -1.7926 -0.8021 2.4726  0.00
H4 -2.7243 -1.2071 2.0600  0.00
H5 -1.8558 0.2922 2.3614  0.00
H6 -1.7794 -1.0187 3.5573  0.00
C8 1.1341 -0.0352 3.1380  0.02
H7 0.7767 -0.3156 4.1465  0.01
H8 0.7342 0.9665 2.9238  0.01
H9 2.2193 0.0704 3.2046  0.00
C9 3.0376 -1.4132 1.0139  0.05
H10 3.6739 -1.8041 1.8178  0.02
H11 3.1975 -0.3233 0.9589  0.01
H12 3.3744 -1.8706 0.0811  0.00
C10 1.2472 -3.2802 -0.8472  -0.01
H13 1.5025 -4.3321 -0.6143  0.00
H14 2.1518 -2.8264 -1.2829  0.00
H15 0.4692 -3.3098 -1.6212  0.00
C11 -1.6421 0.7479 -6.2339  0.01
C12 -1.5637 -0.5909 -6.3863  0.00
C13 -0.7316 -1.3295 -7.3720  0.00
C14 0.7745 -0.9524 -7.3233  0.00
C15 1.1995 -0.5144 -5.9453  0.00
C16 1.1663 0.8156 -5.5622  -0.01
C17 0.6407 1.9347 -6.4023  0.00
C18 -0.7977 1.7351 -6.9629  0.00
H16 -1.0773 -1.2053 -8.4229  0.00
H17 1.0203 -0.2315 -8.1234  0.00
H18 -0.8462 -2.4070 -7.1382  0.00
H19 -0.7081 1.4856 -8.0356  0.00
H20 -2.4823 1.1996 -5.6931  0.00
H21 -2.3987 -1.1728 -5.9825  0.00
H22 -1.3038 2.7153 -6.9420  0.00
H23 0.6898 2.8637 -5.8045  0.00
H24 1.8189 1.1767 -4.7450  0.00
H25 1.3087 2.0932 -7.2716  0.00
H26 1.3333 -1.8714 -7.5549  0.00
H27 1.7647 -1.3348 -5.4028  0.00
P1 -1.5113 0.3661 -2.5298  0.18
P2 1.3733 1.3601 -2.2443  0.40
C19 -1.2508 2.0571 -3.2222  0.02
C20 0.0843 2.6469 -2.6750  0.04
H28 -2.1425 2.5978 -2.9286  0.00
H29 -1.2020 1.9842 -4.3011  0.00
H30 0.5176 3.3174 -3.4368  0.00
H31 -0.1771 3.1723 -1.7316  0.00
C21 1.7244 1.8290 -0.5218  0.06
H32 2.5201 1.1656 -0.1326  0.00
H33 0.8233 1.7899 0.1290  0.00
H34 2.0772 2.8741 -0.5890  0.02
C22 3.0404 1.9282 -2.8163  0.07
H35 2.9718 2.9953 -3.0426  0.01
H36 3.4451 1.3437 -3.6569  0.00
H37 3.7218 1.7593 -1.9575  0.00
C23 -2.4351 0.6247 -0.9991  0.03
H38 -2.3565 -0.2221 -0.3087  0.00
H39 -3.4572 0.7595 -1.3653  0.01
H40 -2.0917 1.5398 -0.5294  0.00
C24 -2.7913 -0.5339 -3.4664  0.04
H41 -2.2905 -1.2795 -4.1059  0.01
H42 -3.3888 0.1561 -4.0725  0.01
H43 -3.3843 -1.0820 -2.7210  0.00
C25 -2.0530 3.7404 2.2760  0.00
C26 -1.2573 3.0481 1.2112  0.00
O1 -1.5530 3.3025 0.0094  0.00
O2 -0.3205 2.2487 1.5699  0.00
H44 -2.6814 4.5454 1.8751  0.00
H45 -1.3854 4.1154 3.0537  0.00
H46 -2.7009 2.9882 2.7385  0.00



- total charge of number 3 (C26H46AuO2P2)?
  +1



- Which formula does entry 1 have?
  C26H45MnN5OS2Si4Te



- Which of these has the lowest total charge?
  C26H46As2CaN2O3SSi2